[1]
# C19H43AuP3SSe

C19H43AuP3SSe as an isolated structure in a non-equilibrium geometry (ωB97M-V/def2-TZVPD, OMol25).

## Properties
Net charge   +3
Kohn-Sham gap (alpha / beta)   7.50 / 3.63 eV
Relative energy (zero: lowest compared OMol25 entry of this formula, charge and spin)   8.2 kcal per mole
E_HOMO (alpha / beta)   -0.5952 / -0.5945 hartree
Energy   -4708.06468 Ha
<S²>   2.024
Spin multiplicity   3

Last column: Mulliken charge in e.
Positions of all 68 atoms, in Å:
Au  -0.577  0.603  1.060  1.24
P  0.013  -0.605  2.926  0.36
P  -2.969  0.703  1.171  0.35
P  0.387  2.666  0.790  0.26
H  5.284  -1.531  -5.188  0.45
C  5.918  -0.918  -4.545  -0.78
C  6.423  -1.391  -3.393  -0.45
H  6.299  -2.446  -3.093  0.32
C  -0.326  -2.378  2.946  -1.07
C  -1.012  0.126  4.261  -1.21
C  1.749  -0.354  3.402  -1.08
C  -3.836  1.112  -0.373  -1.06
C  -3.835  -0.777  1.799  -0.98
C  -3.392  2.069  2.304  -1.20
C  2.091  2.706  0.185  -0.92
C  0.330  3.429  2.446  -1.11
C  -0.626  3.703  -0.291  -0.97
H  6.166  0.091  -4.915  0.32
H  7.004  -0.746  -2.715  0.28
H  0.138  -2.857  2.072  0.35
H  -1.411  -2.581  2.886  0.27
H  0.067  -2.856  3.857  0.50
H  -2.067  -0.152  4.133  0.27
H  -0.941  1.219  4.232  0.29
H  -0.675  -0.220  5.247  0.54
H  2.374  -0.960  2.730  0.37
H  1.927  -0.670  4.442  0.47
H  2.033  0.700  3.291  0.29
H  -4.896  1.291  -0.126  0.52
H  -3.754  0.270  -1.075  0.23
H  -3.415  2.012  -0.831  0.32
H  -4.904  -0.534  1.887  0.51
H  -3.460  -1.105  2.780  0.26
H  -3.705  -1.607  1.081  0.16
H  -4.488  2.185  2.314  0.51
H  -2.940  3.003  1.954  0.31
H  -3.044  1.860  3.322  0.30
H  2.472  3.742  0.233  0.47
H  2.110  2.338  -0.856  0.21
H  2.716  2.046  0.808  0.33
H  0.746  4.444  2.391  0.50
H  0.917  2.828  3.163  0.28
H  -0.708  3.473  2.810  0.26
H  -0.244  4.732  -0.252  0.49
H  -1.683  3.681  0.024  0.24
H  -0.558  3.310  -1.316  0.23
C  0.952  -0.026  -2.680  1.01
C  2.117  -0.743  -2.317  -0.51
C  3.247  -0.541  -3.126  0.11
C  3.234  0.313  -4.242  -0.05
C  2.085  1.073  -4.485  -0.98
C  0.953  0.929  -3.693  -0.73
Se  -0.867  -0.211  -2.025  0.07
H  -0.230  -0.968  -0.898  0.08
H  2.106  -1.443  -1.472  0.49
H  4.184  -1.058  -2.941  0.03
H  4.102  0.400  -4.884  0.31
H  2.044  1.779  -5.329  0.41
H  0.053  1.523  -3.893  0.41
C  -2.340  -4.901  0.182  -1.12
S  -2.078  -3.166  -0.176  0.30
C  -2.461  -3.216  -1.926  -1.01
H  -1.837  -5.506  -0.579  0.37
H  -3.421  -5.105  0.184  0.33
H  -1.921  -5.111  1.163  0.36
H  -1.665  -2.711  -2.490  0.25
H  -2.546  -4.265  -2.242  0.39
H  -3.410  -2.700  -2.108  0.26

[2]
# C19H43INO7

A 4-piece molecular cluster, C19H43INO7 overall in a non-equilibrium geometry (ωB97M-V/def2-TZVPD, OMol25).

## Properties
Net charge   +1
Kohn-Sham gap   8.70 eV
Relative energy (zero: lowest compared OMol25 entry of this formula, charge and spin)   0.0 kcal per mole
E_HOMO   -0.4177 hartree
Energy   -1628.44450 Ha

Last column: Mulliken charge in e.
Positions of all 71 atoms, in Å:
I  1.937  0.958  0.762  0.20
C  0.989  1.492  -1.077  -0.63
C  2.103  1.529  -2.177  -0.76
C  1.565  0.552  -3.222  -0.45
N  0.974  -0.490  -2.319  0.40
C  0.023  0.357  -1.517  -0.29
C  -0.805  -0.388  -0.484  0.54
C  -2.259  -0.470  -0.885  -0.19
C  -3.038  0.797  -0.999  -0.54
O  -3.208  -0.091  0.072  -0.51
H  0.412  2.406  -0.998  0.67
H  2.210  2.547  -2.535  0.39
H  3.046  1.133  -1.816  0.40
H  0.757  1.059  -3.744  0.33
H  2.233  0.160  -3.981  0.43
H  0.641  -1.364  -2.738  0.04
H  1.714  -0.779  -1.668  0.36
H  -0.655  0.745  -2.278  0.33
H  -0.798  0.137  0.469  0.24
H  -0.431  -1.402  -0.354  -0.91
H  -2.528  -1.275  -1.559  0.37
H  -3.720  0.733  -1.836  0.34
H  -2.430  1.677  -0.828  0.19
C  1.324  6.322  -0.701  -0.81
O  0.352  5.303  -0.519  -0.36
C  0.241  4.853  0.824  0.13
C  -0.946  5.454  1.542  -0.74
O  -0.790  6.844  1.726  -0.37
C  -1.527  7.638  0.812  -0.69
H  1.173  6.741  -1.693  0.26
H  1.214  7.113  0.043  0.36
H  2.338  5.911  -0.638  0.32
H  1.163  5.058  1.376  0.33
H  0.110  3.767  0.766  -0.01
H  -1.020  4.996  2.533  0.37
H  -1.869  5.234  0.995  0.36
H  -2.594  7.618  1.052  0.32
H  -1.383  7.304  -0.219  0.29
H  -1.166  8.659  0.910  0.25
C  -0.719  -1.927  2.984  -0.77
O  0.315  -2.710  2.416  -0.31
C  1.632  -2.354  2.792  -0.06
C  2.221  -3.194  3.900  -0.91
O  1.537  -2.997  5.119  -0.38
C  0.624  -4.033  5.442  -0.67
H  -1.662  -2.417  2.752  0.25
H  -0.614  -1.846  4.068  0.41
H  -0.729  -0.919  2.550  0.27
H  1.625  -1.296  3.083  0.21
H  2.231  -2.461  1.880  0.35
H  3.261  -2.888  4.052  0.40
H  2.216  -4.251  3.614  0.36
H  1.155  -4.935  5.760  0.33
H  -0.024  -4.277  4.596  0.27
H  0.013  -3.677  6.269  0.25
C  -2.462  -3.827  -1.789  -0.03
O  -1.669  -4.763  -2.488  -0.38
C  -0.866  -4.212  -3.512  -0.55
C  0.571  -4.055  -3.071  -0.65
O  0.709  -3.087  -2.028  -0.34
C  0.816  -3.665  -0.721  -0.18
H  -2.856  -4.329  -0.908  0.32
H  -1.873  -2.963  -1.468  -0.51
H  -3.302  -3.485  -2.403  0.41
H  -1.269  -3.249  -3.849  0.26
H  -0.896  -4.904  -4.358  0.45
H  1.172  -3.711  -3.918  0.39
H  0.966  -5.020  -2.745  0.46
H  1.799  -4.118  -0.570  0.44
H  0.041  -4.410  -0.541  0.34
H  0.687  -2.856  -0.004  -0.38

[3]
# C19H43IrOP3S

C19H43IrOP3S as an isolated structure in a non-equilibrium geometry (ωB97M-V/def2-TZVPD, OMol25).

## Properties
Net charge   +3
Kohn-Sham gap (alpha / beta)   5.78 / 4.43 eV
Relative energy (zero: lowest compared OMol25 entry of this formula, charge and spin)   0.0 kcal per mole
E_HOMO (alpha / beta)   -0.5174 / -0.6476 hartree
Energy   -2350.44008 Ha
<S²>   6.025
Spin multiplicity   5

Last column: Mulliken charge in e.
Positions of all 68 atoms, in Å:
Ir  0.216  -0.063  -0.366  1.17
P  -1.766  -0.565  0.718  0.88
P  0.969  -2.219  0.147  0.84
P  -0.909  1.536  -1.673  0.81
H  3.863  -2.087  -6.373  0.34
C  3.755  -1.005  -6.507  -0.25
C  4.551  -0.208  -5.789  -0.29
H  5.219  -0.657  -5.049  0.29
C  -2.931  -1.608  -0.233  -1.32
C  -1.674  -1.447  2.332  -1.28
C  -2.814  0.840  1.275  -1.43
C  2.579  -2.709  -0.544  -1.51
C  1.303  -2.600  1.904  -1.27
C  -0.069  -3.589  -0.516  -1.55
C  -0.138  2.246  -3.172  -1.37
C  -0.961  3.049  -0.610  -1.34
C  -2.623  1.241  -2.256  -1.34
H  3.079  -0.667  -7.296  0.33
H  4.671  0.864  -6.006  0.33
H  -3.800  -1.815  0.408  0.47
H  -2.455  -2.555  -0.507  0.24
H  -3.259  -1.093  -1.142  0.31
H  -2.682  -1.432  2.778  0.55
H  -0.982  -0.914  3.002  0.34
H  -1.357  -2.493  2.231  0.33
H  -3.621  0.430  1.901  0.54
H  -3.271  1.397  0.452  0.36
H  -2.223  1.531  1.890  0.40
H  2.888  -3.665  -0.097  0.63
H  3.316  -1.925  -0.328  0.40
H  2.521  -2.844  -1.629  0.17
H  0.809  -3.536  2.186  0.47
H  0.966  -1.804  2.570  0.11
H  2.382  -2.730  2.051  0.49
H  0.541  -4.504  -0.589  0.52
H  -0.404  -3.286  -1.518  0.34
H  -0.925  -3.767  0.147  0.45
H  -0.911  2.874  -3.628  0.57
H  0.171  1.496  -3.906  0.28
H  0.727  2.867  -2.924  0.44
H  -1.468  3.835  -1.191  0.52
H  0.073  3.362  -0.386  0.35
H  -1.510  2.883  0.330  0.29
H  -2.861  1.989  -3.028  0.53
H  -3.345  1.323  -1.437  0.37
H  -2.669  0.237  -2.697  0.37
C  2.250  -0.518  -2.914  1.47
C  1.171  -0.965  -3.690  -0.41
C  1.227  -2.204  -4.312  -0.64
C  2.424  -2.927  -4.321  -0.70
C  3.587  -2.343  -3.796  -0.78
C  3.506  -1.143  -3.097  -0.84
S  2.122  0.684  -1.680  -0.14
H  -0.176  -0.677  -1.852  -0.18
H  0.276  -0.356  -3.769  0.29
H  0.341  -2.557  -4.839  0.56
H  2.469  -3.881  -4.853  0.44
H  4.563  -2.779  -3.989  0.43
H  4.397  -0.630  -2.731  0.51
C  2.415  2.120  3.194  -1.44
C  1.930  0.894  2.451  -0.01
O  1.037  1.257  1.345  -0.22
H  2.913  2.790  2.488  0.37
H  3.144  1.826  3.951  0.42
H  1.600  2.668  3.689  0.40
H  2.749  0.338  1.996  0.29
H  1.361  0.207  3.083  0.17
H  0.535  2.061  1.596  0.13

> What is the energy in the second record?

-1628.44450 Ha